This record from the OMol25 dataset describes the molecule C5H7NOS at a distorted geometry. The level of theory is ωB97M-V with the def2-TZVPD basis set.

As for the total energy: -722.69038 a.u. The total charge is 0. The relative energy (zero: lowest compared OMol25 entry of this formula, charge and spin) is 6.196 eV. Its SMILES is C=CC/C(C=S)=N\O.

```
15
Properties=species:S:1:pos:R:3:forces:R:3
C 0.270197 0.733676 -1.662736 1.4 2.7 1.1
C -0.216128 -0.446297 -1.469594 -1.1 -4.3 2.8
C -0.203856 -0.997157 0.084528 -1.4 -5.9 -3.2
C 0.071899 0.014592 1.006592 3.7 -3.2 0.0
C 1.401251 -0.095539 1.688680 -0.6 4.3 2.4
S 2.544448 -1.223952 1.677038 -0.6 0.2 -0.2
N -0.764483 0.913708 1.046307 -1.0 5.1 2.5
O -1.798506 0.660079 0.245202 -3.9 3.5 -2.0
H 0.711375 1.366520 -0.703610 -1.2 -1.5 -3.0
H 0.199203 1.188758 -2.633763 0.4 0.3 -0.2
H -0.651845 -1.280398 -2.138328 0.8 2.1 0.6
H -1.268000 -1.408162 0.455605 2.1 0.5 -1.6
H 0.512681 -1.942287 0.128570 -1.3 2.1 0.0
H 1.537046 0.923785 2.335384 0.0 -2.4 -1.3
H -2.345281 1.592674 -0.059875 2.7 -3.6 2.0
```
Forces are in eV/Å.

This record from the OMol25 dataset describes a structure of composition C22H24IrN4O5S2 at a distorted geometry. The level of theory is ωB97M-V with the def2-TZVPD basis set.

As for the total energy: -2348.35042 a.u. The total charge is +1. The relative energy (zero: lowest compared OMol25 entry of this formula, charge and spin) is 0.322 eV.

```
58
Properties=species:S:1:pos:R:3:forces:R:3
Ir 1.302170 0.900753 0.056089 0.2 -0.2 -0.4
S 5.274280 -1.355494 -0.321218 0.0 -0.1 -0.1
C 3.799028 -0.831794 -0.163866 0.0 -0.1 0.2
N 2.658312 -0.507587 -0.030299 0.1 0.0 -0.1
C -2.666988 -5.779576 -3.719214 0.0 -0.1 0.0
C -1.886490 -4.720213 -3.006732 0.0 0.0 0.0
C -0.678823 -5.019219 -2.382611 0.0 0.0 0.0
C 0.058953 -4.049846 -1.729564 0.0 0.0 -0.1
C 1.364902 -4.440499 -1.093692 0.1 0.0 0.0
C -0.445153 -2.725026 -1.693660 -0.1 0.2 0.0
C 0.344896 -1.756628 -1.003593 0.0 -0.3 0.0
O -0.000379 -0.569474 -0.803993 0.5 1.0 0.5
C -1.673196 -2.398533 -2.332499 0.0 -0.1 0.0
C -2.239806 -1.011003 -2.357586 0.0 0.1 0.0
C -2.361402 -3.409684 -2.973484 0.0 0.1 0.0
H -2.192023 -6.754207 -3.633527 0.0 0.0 0.0
H -2.759909 -5.534133 -4.778158 0.0 0.0 0.0
H -3.677075 -5.849183 -3.313817 0.0 0.0 0.0
H -0.305165 -6.034595 -2.415491 0.0 0.0 0.0
H 1.545033 -5.501921 -1.245808 0.0 0.0 0.0
H 1.372143 -4.257145 -0.018350 0.0 0.0 0.0
H 2.207040 -3.899288 -1.528751 0.0 0.0 0.0
H 1.314913 -2.069818 -0.621897 0.0 0.0 0.0
H -1.512281 -0.281877 -2.710951 0.0 0.0 0.0
H -2.542196 -0.688187 -1.359438 0.0 0.0 0.0
H -3.110550 -0.980063 -3.009620 0.0 0.0 0.0
H -3.292754 -3.175234 -3.474731 0.0 0.0 0.0
O -0.359063 4.700625 -0.285115 0.1 0.1 0.1
C 0.492436 3.874622 -0.059859 0.0 -0.5 0.1
O 0.268393 2.588428 -0.263951 -0.6 -0.1 -0.2
C 1.824572 4.237562 0.530993 0.0 0.2 -0.1
C 2.012113 5.552124 0.958688 0.1 0.0 0.0
C 3.204812 5.939012 1.547358 0.0 0.0 0.0
C 4.227007 5.016272 1.729472 -0.1 0.0 -0.1
C 4.020799 3.720821 1.294439 0.2 -0.1 -0.1
C 2.846175 3.322063 0.687506 -0.3 0.5 0.2
N 5.076271 2.710611 1.492364 -0.2 -0.2 0.6
O 6.056539 3.041343 2.117399 0.1 0.1 -0.2
O 4.845458 1.584048 1.092604 0.1 0.2 -0.1
H 1.205676 6.257792 0.815151 0.0 0.0 0.0
H 3.340499 6.960924 1.871892 0.0 0.0 0.0
H 5.162826 5.281359 2.198097 0.0 0.0 0.0
H 2.797116 2.285062 0.339605 0.2 -0.3 -0.1
S 0.800099 0.846037 2.284717 -0.1 -0.1 -0.2
C -0.960706 0.947080 2.241920 0.0 0.2 -0.1
N -1.643449 -0.095262 2.684939 0.0 0.0 0.1
C -3.106482 -0.134198 2.725254 0.0 0.0 0.0
C -3.639694 1.282080 2.866455 0.0 0.0 0.0
C -3.034902 2.165362 1.787775 0.0 0.0 0.0
N -1.577856 2.030509 1.825667 0.0 -0.2 0.2
H -1.102541 -0.883439 3.004068 0.0 0.0 0.0
H -3.405851 -0.765015 3.559565 0.0 0.0 0.0
H -3.469432 -0.593329 1.802314 0.0 0.0 0.0
H -3.387133 1.677996 3.851191 0.0 0.0 0.0
H -4.724359 1.276431 2.777570 0.0 0.0 0.0
H -3.269113 3.214852 1.952399 0.0 0.0 0.0
H -3.392761 1.891186 0.792853 0.0 0.0 0.0
H -1.004950 2.766504 1.443138 0.0 0.0 -0.1
```
Forces are in eV/Å.

This record from the OMol25 dataset describes the molecule CHCl2NO at a distorted geometry. The level of theory is ωB97M-V with the def2-TZVPD basis set.

As for the total energy: -1088.92658 a.u. The total charge is 0. The relative energy (zero: lowest compared OMol25 entry of this formula, charge and spin) is 2.118 eV. Its SMILES is Cl[C@@H]1ON1Cl.

```
6
Properties=species:S:1:pos:R:3:forces:R:3
Cl 1.899474 -0.781804 -0.434118 2.1 -1.2 -0.6
C 0.576578 0.100825 -0.156571 -3.9 2.9 3.9
O -0.261452 -0.260069 1.204777 1.6 0.5 -1.4
N -0.679488 -0.595311 -0.060508 -0.3 -0.3 -0.9
Cl -2.156802 0.291987 -0.544649 0.5 0.2 0.0
H 0.621688 1.244370 -0.008930 -0.1 -2.0 -1.0
```
Forces are in eV/Å.

This record from the OMol25 dataset describes a structure of composition C16H42N9NaO13V at a distorted geometry. The level of theory is ωB97M-V with the def2-TZVPD basis set.

The expectation value of S² is 2.0480. The spin multiplicity is 3. As for the total energy: -3211.67590 a.u. The total charge is +1.

```
82
Properties=species:S:1:pos:R:3:forces:R:3
V 0.179214 0.326149 3.328876 1.3 -4.6 -0.3
Na 1.962623 4.695749 0.941623 -0.2 -0.6 -0.3
C 2.174328 -1.101260 3.088940 -12.1 7.4 2.0
O 1.558001 -1.036845 4.290427 2.2 -1.7 3.1
O 2.313286 0.196332 2.788396 3.7 0.8 0.9
O 1.108324 -1.410424 2.319084 0.9 -3.5 -2.8
N -0.236674 2.014403 0.478074 -0.3 0.5 -0.9
O 0.078446 1.283068 1.419255 0.5 -0.7 0.8
O -1.279244 1.821501 -0.155878 0.0 0.0 0.5
O 0.520137 2.948031 0.152412 0.3 0.6 0.3
C 4.080919 -2.138944 -7.901268 -0.3 -0.4 -0.2
O 2.840917 -1.606387 -7.492791 0.1 0.0 0.3
C 2.934103 -0.718415 -6.403496 0.0 0.4 -0.3
C 1.553342 -0.414658 -5.868519 -0.1 -0.1 0.1
N 0.811096 -1.600018 -5.426275 0.5 0.3 -0.4
C 1.513040 -2.467411 -4.483099 -1.1 0.1 0.1
C 1.706709 -1.799300 -3.126008 1.1 -0.6 -0.2
O 0.433248 -1.691239 -2.541756 0.2 0.3 0.0
C 0.365450 -0.888271 -1.384230 -0.9 -0.7 0.1
H 3.933464 -2.447235 -8.936383 0.2 0.0 0.0
H 4.327495 -3.029873 -7.311090 0.1 0.1 0.0
H 4.918748 -1.435823 -7.856910 -0.2 0.2 0.1
H 3.371083 0.215762 -6.781083 0.1 0.1 0.2
H 3.592373 -1.079014 -5.602607 0.0 -0.2 -0.1
H 0.963328 0.073819 -6.646705 0.0 -0.1 -0.1
H 1.655790 0.330010 -5.063435 0.2 0.0 0.0
H -0.008255 -1.235430 -4.954999 -0.2 -0.4 0.0
H 2.403380 -2.940123 -4.893962 0.3 0.5 -0.1
H 0.835801 -3.316566 -4.354262 0.0 0.0 0.4
H 2.194163 -0.818474 -3.212228 -0.2 0.1 -0.1
H 2.427291 -2.404594 -2.548100 -0.4 0.0 0.4
H 0.741391 0.132977 -1.501334 0.3 -0.1 -0.2
H 0.812651 -1.404979 -0.528884 0.3 0.3 0.0
H -0.710497 -0.821662 -1.200444 0.1 0.2 0.2
C -3.284961 -4.415023 1.498206 -0.6 -0.7 0.1
O -2.523207 -3.259610 1.750125 0.2 0.1 -0.2
C -3.172606 -2.075428 1.358396 0.4 0.4 0.1
C -2.243894 -0.914766 1.677623 0.0 1.4 0.0
N -1.566003 -1.052220 2.993589 -0.1 -0.3 -0.2
C -2.498889 -1.012590 4.133261 -0.2 0.5 0.5
C -1.718675 -0.986765 5.445450 -0.3 -0.9 -0.6
O -0.739431 0.036501 5.343222 0.5 0.4 -0.5
C -0.110064 0.315673 6.599940 0.6 0.0 -0.3
H -2.746062 -5.263766 1.911287 0.0 0.1 0.1
H -3.496747 -4.638615 0.446715 0.4 0.4 -0.2
H -4.276193 -4.354197 1.966945 0.1 0.1 0.2
H -4.105444 -1.962491 1.922596 -0.2 -0.1 -0.3
H -3.323393 -2.054971 0.275555 -0.4 -0.1 0.0
H -2.747486 0.056874 1.683708 -0.5 -0.3 0.1
H -1.517305 -0.729369 0.887251 0.4 -0.7 0.2
H -1.357140 -2.056585 2.938445 1.2 0.2 0.2
H -3.168819 -1.872574 4.082448 0.0 0.0 0.3
H -3.109981 -0.107691 4.136057 0.0 0.0 -0.5
H -1.233589 -1.951399 5.627496 0.2 0.1 0.0
H -2.403993 -0.794173 6.273590 0.1 0.2 0.0
H -0.842183 0.805516 7.238554 0.0 -0.3 0.3
H 0.739002 0.982476 6.453655 -0.2 0.2 -0.3
H 0.342585 -0.598598 6.984363 -0.4 -0.1 0.3
C -1.642087 4.644015 -2.863640 -0.6 0.3 0.2
O -1.872543 5.371600 -3.806104 0.1 -0.2 -0.1
N -0.407058 4.540200 -2.270176 -0.2 0.2 -0.1
N -2.615283 3.906411 -2.216327 0.5 0.4 0.1
H 0.365938 4.859449 -2.823734 0.1 -0.1 0.1
H -0.303747 4.021763 -1.417366 0.4 -0.3 -0.2
H -3.538670 3.926553 -2.605889 0.0 -0.1 -0.1
H -2.307408 3.160789 -1.617601 -0.3 -0.2 -0.1
C -2.440697 2.533335 3.427634 0.6 0.7 0.1
O -1.387983 1.877152 3.569278 0.1 0.0 -0.1
N -3.030408 2.732653 2.232475 0.2 -0.3 0.1
N -3.000307 3.166297 4.484698 -0.2 -0.2 -0.2
H -2.551785 2.418786 1.396930 -0.1 0.0 0.0
H -3.818511 3.349736 2.147554 0.0 -0.1 -0.1
H -3.741593 3.829075 4.347227 -0.1 0.0 0.1
H -2.611162 3.062919 5.403305 0.1 0.0 0.0
C 4.064067 0.653401 0.361845 0.2 0.1 0.1
O 4.828133 0.920621 -0.547470 0.0 0.2 -0.1
N 3.616843 1.580922 1.286945 0.2 0.8 -1.1
N 3.576098 -0.602202 0.597510 0.4 0.7 -0.2
H 2.978971 1.251502 2.000060 0.6 0.4 -0.1
H 4.064162 2.473778 1.308601 0.5 -0.1 -0.1
H 3.003884 -0.697358 1.418823 0.1 -0.4 -1.2
H 3.800150 -1.308468 -0.074394 -0.1 -0.2 0.1
```
Forces are in eV/Å.